Entry 1:
Entry from the OMol25 dataset: C57H50GeIrN3O3S3Si as an isolated structure in a non-equilibrium geometry (the ωB97M-V functional and the def2-TZVPD basis).

The spin multiplicity is 6. As for the energy: -6256.79315 hartree. The value obtained for the LUMO energy (alpha / beta) is -2.882 / -3.905 eV. As for the net charge: +1. The expectation value of S² is 8.815. Its gap between HOMO and LUMO (alpha / beta) is 4.87 / 5.84 eV.

Structure (XYZ):
```
119
C57H50GeIrN3O3S3Si the ωB97M-V functional and the def2-TZVPD basis
Ir -1.4267 -0.0138 0.3483
O 0.5409 3.4001 2.6918
C 0.0620 4.3185 1.8056
C 0.8069 5.4403 1.5969
C 0.3525 6.4108 0.7329
C -0.9084 6.2698 0.2090
C -1.6697 5.1025 0.3760
C -1.1706 4.0817 1.1537
C -1.6258 2.7322 1.0224
O -0.8508 1.7758 1.4225
N -2.8065 2.4398 0.4971
N -2.9534 1.0911 0.5019
C -4.2151 0.5907 0.4923
S -5.5131 1.4095 -0.2693
C -6.7726 0.2274 -0.0823
C -6.3467 -0.8138 0.9614
S -4.5917 -0.8954 1.3254
H 0.1897 2.5047 2.3987
H 1.6916 5.5344 2.1834
H 0.9506 7.2818 0.4960
H -1.3420 7.1043 -0.3918
H -2.6796 5.0805 -0.0807
H -7.0375 -0.1680 -1.0393
H -7.6607 0.6657 0.3620
H -6.7354 -1.7974 0.7123
H -6.8763 -0.5419 1.9021
C -2.9039 -1.5582 -3.2435
Ge -1.8644 -1.5158 -1.4684
C -4.4023 -0.4335 3.1027
C -5.3178 0.3131 3.7522
C -5.3715 0.3122 5.1329
C -4.2939 -0.2009 5.8479
C -3.1550 -0.5975 5.1164
C -3.2056 -0.7220 3.7198
C -1.9504 -3.4547 -1.0526
C -0.7212 -3.9563 -0.5994
C -0.6249 -5.0860 0.2001
C -1.7246 -5.8985 0.2621
C -2.9925 -5.5008 -0.2824
C -4.0824 -6.4199 -0.2138
C -5.3167 -6.1033 -0.7258
C -5.4697 -4.8685 -1.4125
C -4.3887 -3.9975 -1.6086
C -3.1295 -4.2390 -1.0220
H -3.9839 -1.4695 -3.0391
H -2.7996 -2.4801 -3.8448
H -2.5789 -0.6202 -3.7091
H -6.1186 0.7179 3.1662
H -6.2710 0.6615 5.6486
H -4.3637 -0.2595 6.9045
H -2.1633 -0.7752 5.5847
H -2.3379 -1.0520 3.1735
H 0.1881 -3.3395 -0.7118
H 0.3337 -5.3135 0.6585
H -1.7308 -6.8607 0.7557
H -3.8302 -7.4431 0.0691
H -6.1368 -6.8245 -0.7031
H -6.3988 -4.6362 -1.9219
H -4.5981 -3.1685 -2.3337
N 0.2290 -0.6926 0.9262
S 0.6751 0.7120 -3.3736
C 0.6523 -0.0264 -4.9838
C 0.4261 0.8966 -5.9932
C 0.2271 0.4497 -7.2946
C 0.2863 -0.9031 -7.6268
C 0.5521 -1.8136 -6.5877
C 0.7803 -1.3587 -5.3139
C 2.3989 0.7623 -3.1653
C 2.8997 1.1711 -1.9355
C 4.2019 1.7134 -1.7879
C 5.0062 1.5316 -2.8788
C 4.6079 0.8623 -4.0378
C 3.3166 0.4625 -4.1655
H 0.1344 -1.6954 1.1017
H 0.3305 1.9377 -5.7812
H 0.0126 1.1650 -8.0897
H 0.0497 -1.3174 -8.6597
H 0.5400 -2.8705 -6.8134
H 0.9685 -2.0897 -4.5165
H 1.2698 0.6274 -1.0671
H 3.9008 2.7540 0.0185
H 6.0239 1.8650 -2.8202
H 5.3630 0.6905 -4.7783
H 3.0429 -0.0997 -5.0879
O 2.1099 1.0004 -0.7349
Si 1.7463 -0.2094 1.4462
C 2.0166 0.7327 3.0354
C 3.3041 1.2116 3.3574
C 3.5682 1.9120 4.5186
C 2.5215 2.2013 5.4268
C 1.2559 1.6648 5.1892
C 1.0096 0.9728 4.0059
C 4.6964 2.6057 -0.6965
C 5.8844 2.0208 -0.0008
C 6.8013 2.7737 0.6410
C 6.7760 4.1899 0.6101
C 5.9858 4.8211 -0.3743
C 5.0808 4.0434 -1.0911
C 2.9631 -1.5436 1.1067
C 3.6018 -1.9004 -0.0888
C 4.0133 -3.2564 -0.3003
C 3.7096 -4.2527 0.6649
C 3.2259 -3.8390 1.9152
C 2.8529 -2.5315 2.0874
H 4.1414 1.0869 2.6269
H 4.5862 2.2685 4.6592
H 2.7319 2.7741 6.3381
H 0.4540 1.8520 5.8764
H 0.0116 0.6535 3.8465
H 6.0431 0.9614 -0.0460
H 7.5881 2.3186 1.2184
H 7.4236 4.7518 1.3235
H 6.0526 5.8521 -0.5310
H 4.6289 4.3578 -1.9924
H 3.7377 -1.1126 -0.8881
H 4.6443 -3.4574 -1.1883
H 3.9454 -5.3132 0.4923
H 2.9221 -4.5672 2.6875
H 2.3626 -2.2185 3.0406
```

Entry 2:
Entry from the OMol25 dataset: C57H52BCaN10O4S2 as an isolated structure (the ωB97M-V functional and the def2-TZVPD basis).

The spin multiplicity is 1. As for the energy: -4551.00329 hartree. The value obtained for the LUMO energy is 1.133 eV. As for the net charge: -1. Its gap between HOMO and LUMO is 6.02 eV. As for the energy relative to the best compared isomer or geometry (same formula, charge and spin): 14.87 kJ/mol.

Structure (XYZ):
```
127
C57H52BCaN10O4S2 the ωB97M-V functional and the def2-TZVPD basis
Ca -0.5704 -0.6092 -0.8340
C -1.9226 -3.2091 2.9575
C -1.7562 -2.8648 1.6258
N -1.9180 -1.6228 1.1978
C -2.2462 -0.7042 2.1052
C -2.4100 -1.0648 3.4398
N -2.2497 -2.3066 3.8733
C -2.3649 0.7134 1.6592
C -2.7452 1.7168 2.5461
C -2.7348 3.0346 2.1247
C -2.3807 3.3060 0.8091
C -2.0636 2.2517 -0.0347
N -2.0493 0.9886 0.3961
C -1.6904 2.4757 -1.4650
C -1.6840 3.7357 -2.0561
N -1.3433 3.9220 -3.3261
C -0.9739 2.8463 -4.0104
C -0.9595 1.5838 -3.4324
N -1.3339 1.4071 -2.1755
C -3.0888 4.1282 3.0593
C -3.8523 5.2155 2.6497
C -4.1586 6.2087 3.5663
N -3.7593 6.1933 4.8354
C -3.0243 5.1527 5.2208
C -2.6673 4.1075 4.3840
H -1.7740 -4.2309 3.2839
H -1.4640 -3.6069 0.8979
H -2.6661 -0.3353 4.1955
H -3.0562 1.4815 3.5522
H -2.3326 4.3298 0.4685
H -1.9569 4.6248 -1.5028
H -0.6701 2.9877 -5.0397
H -0.6265 0.7051 -3.9716
H -4.2218 5.2860 1.6346
H -4.7599 7.0587 3.2638
H -2.6983 5.1536 6.2548
H -2.0505 3.3004 4.7577
C 6.2258 -1.7475 -0.0637
C 5.3913 -0.4815 -0.1446
C 6.2214 0.7850 -0.0280
O 4.6796 -0.4289 -1.3644
C 3.3169 -0.8016 -1.1039
C 3.1544 -0.1567 0.2928
O 4.4125 -0.5341 0.8740
C 2.0141 -0.4862 1.3055
O 0.8063 -0.1968 0.7485
C 1.9936 -1.9812 1.7010
C 1.5577 -2.8943 0.7344
C 1.4004 -4.2382 1.0287
C 1.6448 -4.7083 2.3143
C 2.0435 -3.8113 3.2900
C 2.2180 -2.4639 2.9845
C 2.2352 0.4300 2.5389
C 1.2217 1.3305 2.8537
C 1.3358 2.2041 3.9272
C 2.4740 2.1923 4.7189
C 3.4924 1.2978 4.4196
C 3.3767 0.4287 3.3428
C 2.4421 -0.4346 -2.3462
O 1.1387 -0.7529 -2.1065
C 2.5200 1.0813 -2.6485
C 3.0992 1.6399 -3.7807
C 3.0280 3.0099 -4.0249
C 2.3829 3.8511 -3.1350
C 1.7922 3.3053 -2.0005
C 1.8467 1.9409 -1.7736
C 2.9592 -1.2834 -3.5409
C 2.0418 -2.1263 -4.1627
C 2.4118 -2.9275 -5.2358
C 3.7130 -2.9035 -5.7138
C 4.6374 -2.0652 -5.1061
C 4.2662 -1.2652 -4.0335
H 6.9843 -1.7476 -0.8472
H 5.5776 -2.6147 -0.1899
H 6.7156 -1.8143 0.9088
H 6.9203 0.8547 -0.8627
H 6.7807 0.7831 0.9081
H 5.5609 1.6519 -0.0518
H 3.2639 -1.8892 -1.0028
H 3.1352 0.9301 0.1686
H 1.3196 -2.5339 -0.2606
H 1.0803 -4.9224 0.2509
H 1.5147 -5.7574 2.5510
H 2.2168 -4.1533 4.3035
H 2.5143 -1.7856 3.7723
H 0.3449 1.3276 2.2203
H 0.5333 2.9027 4.1397
H 2.5701 2.8725 5.5565
H 4.3889 1.2754 5.0280
H 4.1833 -0.2550 3.1233
H 3.6020 1.0062 -4.4985
H 3.4818 3.4147 -4.9220
H 2.3277 4.9160 -3.3252
H 1.2761 3.9463 -1.2940
H 1.3458 1.5183 -0.9094
H 1.0287 -2.1410 -3.7815
H 1.6740 -3.5731 -5.6979
H 4.0048 -3.5282 -6.5496
H 5.6587 -2.0306 -5.4676
H 5.0016 -0.6211 -3.5757
C -5.8599 1.9304 1.3126
N -5.3337 1.1146 0.2466
C -5.0280 1.5597 -1.0314
C -4.7806 0.4601 -1.7689
N -4.9468 -0.6552 -0.9735
B -5.1579 -2.0786 -1.5807
N -4.0186 -3.0914 -1.2315
C -4.2207 -4.2182 -0.4670
C -3.1402 -5.0187 -0.5890
N -2.2498 -4.3476 -1.4138
C -0.9698 -4.8461 -1.8690
C -2.8104 -3.1701 -1.8068
S -2.0624 -2.0549 -2.8614
C -5.2851 -0.2522 0.2745
S -5.6213 -1.2016 1.6333
H -5.4749 2.9452 1.2102
H -5.5556 1.5064 2.2677
H -6.9516 1.9503 1.2833
H -5.0066 2.6062 -1.2812
H -4.4934 0.3536 -2.7999
H -5.1755 -1.9390 -2.7812
H -6.1807 -2.5429 -1.1400
H -5.1248 -4.3305 0.1039
H -2.9001 -5.9703 -0.1498
H -0.6332 -5.6203 -1.1811
H -0.2469 -4.0315 -1.8966
H -1.0488 -5.2583 -2.8758
```

- The lowest net charge belongs to which entry?
  C57H52BCaN10O4S2

- What is the formula in the first record?
  C57H50GeIrN3O3S3Si

- energy of number 2 (C57H52BCaN10O4S2)?
  -4551.00329 hartree